1.
Formula: C4H9NO
Source: OMol25
Level of theory: ωB97M-V with the def2-TZVPD basis set

XYZ file:
```
15
Properties=species:S:1:pos:R:3:mulliken_charge:R:1
C 2.18396 0.56439 0.00737 -0.70
O 0.78753 0.51562 0.09329 -0.32
C 0.31305 -0.80674 0.35471 -0.32
C -1.16481 -0.91700 0.46938 -0.69
C -1.89021 0.34094 0.65418 -0.16
N -1.77076 -0.02949 -0.76903 -0.34
H 2.55903 0.01378 -0.87024 0.28
H 2.64956 0.13185 0.90581 0.28
H 2.47811 1.61328 -0.07470 0.23
H 0.74968 -1.18977 1.28845 0.40
H 0.65836 -1.47034 -0.45875 0.37
H -2.26107 -0.79950 -1.17668 0.33
H -1.35798 1.28202 0.81165 0.13
H -2.90994 0.35195 1.03734 0.26
H -1.09075 0.48771 -1.31221 0.28
```

The value obtained for the HOMO energy is -7.5 eV. The value obtained for the calculated total energy is -7827.541 eV. The value obtained for the lowest unoccupied orbital energy is 0.0364 Eh. The calculation puts the energy relative to the best compared isomer or geometry (same formula, charge and spin) at 461.11 kJ/mol.

2.
Formula: C22H15BrF10N5O2Ru
Source: OMol25
Level of theory: ωB97M-V with the def2-TZVPD basis set

XYZ file:
```
56
Properties=species:S:1:pos:R:3:mulliken_charge:R:1
Ru -0.05714 0.35331 -1.06562 0.40
C -1.82090 2.92364 -2.07294 -1.15
N -1.94040 1.74460 -1.16007 0.72
C -1.97964 2.18679 0.29933 -1.06
C -1.62506 1.00746 1.22079 -0.90
N -0.26667 0.61485 0.87007 1.00
C 0.80047 0.40868 1.79008 -0.93
C 1.58427 -0.69017 1.72754 0.28
F 1.39664 -1.69576 0.85811 -0.28
C 2.70150 -0.81138 2.60310 0.31
F 3.45461 -1.87614 2.54337 -0.32
C 2.99111 0.19004 3.51080 0.67
F 4.02452 0.08929 4.30854 -0.30
C 2.16800 1.32151 3.61190 0.34
F 2.39028 2.27073 4.47986 -0.30
C 1.10578 1.42886 2.72317 0.35
F 0.34990 2.50422 2.70585 -0.35
C -3.23273 1.00336 -1.47569 -1.14
C -2.92616 -0.40023 -1.90101 -0.75
N -1.77384 -0.98018 -1.15744 0.53
C -1.84856 -2.13736 -0.46252 -0.01
C -0.68918 -2.89967 -0.52594 0.33
F 0.30461 -2.45808 -1.28616 -0.31
C -0.46807 -4.06898 0.24094 0.26
F 0.60037 -4.83708 -0.01056 -0.30
C -1.52283 -4.48040 1.02435 0.47
F -1.43153 -5.54672 1.81799 -0.27
C -2.73514 -3.77837 1.08954 0.32
F -3.71976 -4.17847 1.84057 -0.27
C -2.94250 -2.67216 0.30666 0.01
F -4.06473 -1.96125 0.41329 -0.32
H -2.54305 3.67392 -1.77999 0.39
H -0.79815 3.35664 -2.07010 0.21
H -2.04736 2.60985 -3.09299 0.40
H -1.24520 2.98588 0.41572 0.66
H -2.89556 2.72500 0.58024 0.35
H -1.66079 1.14621 2.26098 0.65
H -2.31164 0.18220 1.01949 0.00
H -3.79980 1.02467 -0.54519 0.37
H -3.83509 1.47689 -2.18344 0.57
H -3.80640 -1.00745 -1.88034 0.51
H -2.51404 -0.41610 -2.93501 0.25
O -1.05420 0.64599 -4.37369 -0.31
N -0.24611 -0.25771 -4.10310 0.06
O 0.38618 -0.13026 -2.93407 -0.37
Br 6.48380 1.19415 -0.13592 -0.07
C 4.66587 0.93359 -0.45561 0.28
C 4.21253 -0.16819 -1.14095 -0.64
C 2.84092 -0.27802 -1.32979 -0.26
N 1.94477 0.65643 -0.92947 0.22
C 2.44136 1.83189 -0.39065 -0.44
C 3.80556 1.97204 -0.10487 -0.77
H 4.87721 -0.98577 -1.47006 0.43
H 2.38259 -1.15127 -1.75645 0.51
H 1.75131 2.59616 -0.01144 0.45
H 4.13808 2.80830 0.47882 0.50
```

As for the spin multiplicity: 5. The value obtained for the HOMO energy (alpha / beta) is -11.5 / -11.9 eV. The value obtained for the calculated total energy is -134388.471 eV. The value obtained for the lowest unoccupied orbital energy (alpha / beta) is -0.1175 / -0.2069 Eh. Its expectation value of S² is 6.05. The total charge is +1. The calculation puts the energy relative to the best compared isomer or geometry (same formula, charge and spin) at 83.39 kJ/mol.

3.
Formula: C6H10O2
Source: OMol25
Level of theory: ωB97M-V with the def2-TZVPD basis set

XYZ file:
```
18
Properties=species:S:1:pos:R:3:mulliken_charge:R:1
C -0.09286 -0.64000 0.24994 1.83
C 1.28143 1.66073 -1.05703 -0.86
C -0.48453 -1.44604 1.48601 -1.66
C -0.84114 -1.09664 -1.00129 -1.36
O 1.31464 -0.79233 0.13944 -0.21
O 1.76949 -0.15166 -0.99526 -0.35
C -0.31494 0.84380 0.47848 -1.18
C -0.76005 1.72006 1.19392 -0.01
H 1.44911 1.53201 -2.11844 0.35
H 2.14261 2.00008 -0.49365 0.30
H 0.49706 2.40278 -1.02880 0.40
H 0.09030 -1.11020 2.34686 0.40
H -0.27234 -2.50021 1.30847 0.39
H -1.54593 -1.32442 1.68986 0.39
H -0.56726 -0.49385 -1.86236 0.31
H -1.91491 -1.01450 -0.83943 0.36
H -0.57477 -2.13282 -1.21310 0.38
H -1.17590 2.54322 1.71637 0.49
```

The value obtained for the HOMO energy (alpha / beta) is -9.2 / -9.2 eV. The value obtained for the calculated total energy is -10471.254 eV. The value obtained for the lowest unoccupied orbital energy (alpha / beta) is -0.0035 / -0.0035 Eh. The calculation puts the energy relative to the best compared isomer or geometry (same formula, charge and spin) at 763.74 kJ/mol.

4.
Formula: C4H6S
Source: OMol25
Level of theory: ωB97M-V with the def2-TZVPD basis set

XYZ file:
```
11
Properties=species:S:1:pos:R:3:mulliken_charge:R:1
C -1.88820 -2.17853 0.33752 -0.22
C -1.16401 -1.22527 0.31676 -0.48
C 1.14754 0.42643 -0.79921 -0.93
C 0.45658 0.58763 0.50122 -0.06
S -0.39080 2.00491 0.96946 -0.06
H -2.42717 -3.05044 0.74449 0.30
H 1.96482 1.08669 -0.59353 0.34
H 0.51017 0.79785 -1.68895 0.35
H 1.45636 -0.58702 -0.73834 0.29
H 1.05163 0.13597 1.27628 0.34
H -0.71691 2.00178 -0.32571 0.14
```

The value obtained for the HOMO energy (alpha / beta) is -9.0 / -9.0 eV. The value obtained for the calculated total energy is -15074.496 eV. The value obtained for the lowest unoccupied orbital energy (alpha / beta) is -0.0178 / -0.0177 Eh. The calculation puts the energy relative to the best compared isomer or geometry (same formula, charge and spin) at 511.10 kJ/mol.

5.
Formula: C5H11NO
Source: OMol25
Level of theory: ωB97M-V with the def2-TZVPD basis set

XYZ file:
```
18
Properties=species:S:1:pos:R:3:mulliken_charge:R:1
C 0.32271 1.50397 0.36335 -0.24
C 1.09607 1.17430 1.61236 -1.21
C 0.49097 0.44965 -0.71891 0.32
N -0.52862 -0.46429 -0.89663 0.01
C -0.12188 -1.68943 -1.57310 -0.94
C -1.53447 -0.61243 0.13093 -1.07
O 1.53652 0.34807 -1.32167 -0.61
H 0.70251 2.38382 -0.16269 0.31
H -0.69477 1.82321 0.59840 0.37
H 0.63769 0.69786 2.47992 0.33
H 1.93070 0.47859 1.43732 0.33
H 1.63703 2.02936 2.01875 0.33
H 0.16997 -1.55102 -2.60216 0.27
H 0.74560 -2.11703 -1.05463 0.32
H -0.85900 -2.42391 -1.45666 0.37
H -2.03651 0.30813 0.28324 0.39
H -2.33277 -1.27609 -0.19561 0.39
H -1.16177 -1.06275 1.05778 0.32
```

The value obtained for the HOMO energy is -9.3 eV. The value obtained for the calculated total energy is -8900.724 eV. The value obtained for the lowest unoccupied orbital energy is 0.0331 Eh. As for the structure (SMILES): CCC(=O)N(C)C. The calculation puts the energy relative to the best compared isomer or geometry (same formula, charge and spin) at 93.94 kJ/mol.

6.
Formula: C2H8N2O3P
Source: OMol25
Level of theory: ωB97M-V with the def2-TZVPD basis set

XYZ file:
```
16
Properties=species:S:1:pos:R:3:mulliken_charge:R:1
C -1.75713 -0.82242 0.60915 -0.74
C 0.85312 1.10842 0.05715 -0.55
N -1.01411 -1.88369 0.19512 -0.58
N 0.61051 1.96995 -1.03297 -0.59
O 3.10583 0.03881 -0.84508 -0.53
O 0.89421 -1.12775 -1.38734 -0.76
O 1.68525 -1.12645 1.09402 -0.82
P 1.60745 -0.45848 -0.22700 0.77
H -2.74275 -0.79383 0.17988 0.27
H -1.52437 -0.02847 1.29375 0.37
H 0.80261 1.48435 1.01185 0.67
H -0.97366 -2.11579 -0.81812 0.30
H -0.13015 -1.80776 0.62304 0.42
H 0.82417 1.33433 -1.89672 0.28
H -0.31218 2.52517 -1.08366 0.20
H 3.63276 -0.71517 -1.15515 0.29
```

As for the spin multiplicity: 3. The value obtained for the HOMO energy (alpha / beta) is -2.0 / -5.0 eV. The value obtained for the calculated total energy is -20615.910 eV. The value obtained for the lowest unoccupied orbital energy (alpha / beta) is 0.1490 / 0.1475 Eh. Its expectation value of S² is 2.01. The total charge is -1. The calculation puts the energy relative to the best compared isomer or geometry (same formula, charge and spin) at 0.00 kJ/mol.

> Among the records above, which one has the lowest calculated total energy?

C22H15BrF10N5O2Ru

> What is the formula in the second record?

C22H15BrF10N5O2Ru

> The highest calculated total energy belongs to which entry?

C4H9NO

> Which value of calculated total energy does entry 2 give?

-134388.471 eV